(1)
97
Properties=species:S:1:pos:R:3:forces:R:3 method="wB97M-V/def2-TZVPD" homo_energy_ev="-9.29 / -10.03" total_energy_ha=-5874.99062 relative_energy_kj_mol=144.04 total_charge=+1 spin_multiplicity=2 gap_ev="6.33 / 7.03"
Ti 0.207 1.124 0.364 0.109 1.044 0.094
O 2.870 -0.560 3.111 -0.088 0.126 -0.094
C 3.225 -1.656 2.419 0.114 0.005 -0.081
C 3.916 -2.641 3.128 0.000 -0.052 -0.042
C 4.358 -3.789 2.506 -0.013 -0.019 -0.016
C 4.143 -3.979 1.143 0.007 0.058 0.077
C 3.474 -2.997 0.440 -0.080 -0.106 -0.089
C 2.978 -1.844 1.052 0.006 -0.194 0.017
C 2.250 -0.851 0.176 -0.023 0.217 0.296
O 1.840 0.286 0.798 0.900 -0.718 0.243
N 1.102 -1.504 -0.550 -0.092 -0.244 -0.076
N -0.136 -0.809 -0.363 0.042 -1.168 -0.630
C -1.125 -1.472 -0.838 -0.208 0.014 0.104
C -2.561 -1.244 -0.681 0.197 -0.129 -0.116
Br -3.205 -0.009 0.577 0.068 0.013 0.004
C -3.367 -2.012 -1.435 -0.079 -0.020 -0.021
C -4.829 -2.113 -1.521 0.174 0.051 0.030
C -5.679 -1.981 -0.422 -0.042 0.011 -0.010
C -7.047 -2.123 -0.585 0.003 -0.001 -0.014
C -7.582 -2.386 -1.838 -0.019 0.005 0.000
C -6.744 -2.533 -2.934 0.028 0.004 0.019
C -5.375 -2.413 -2.770 -0.051 -0.028 -0.032
H 2.443 0.062 2.494 -0.041 0.038 -0.010
H 4.097 -2.467 4.180 -0.006 0.010 0.021
H 4.887 -4.536 3.082 0.017 -0.012 0.005
H 4.509 -4.864 0.643 0.003 -0.016 -0.012
H 3.331 -3.132 -0.632 -0.021 0.033 0.035
H 2.964 -0.571 -0.620 0.051 0.029 -0.076
H 0.973 -2.440 -0.167 0.071 0.108 0.095
H -0.891 -2.377 -1.402 -0.035 -0.041 0.068
H -2.843 -2.661 -2.132 -0.020 -0.005 -0.015
H -5.274 -1.793 0.559 0.002 0.000 0.026
H -7.699 -2.030 0.273 -0.001 -0.001 0.009
H -8.652 -2.487 -1.959 -0.002 -0.003 0.005
H -7.155 -2.752 -3.910 -0.004 0.003 -0.008
H -4.717 -2.545 -3.622 0.009 -0.001 -0.006
C 0.367 -3.970 2.855 -0.012 -0.003 -0.010
C 0.808 -3.462 4.077 0.035 0.003 -0.016
C 0.508 -2.164 4.403 0.081 -0.010 -0.038
C -0.202 -1.374 3.485 -0.067 0.199 0.147
N -0.606 -1.839 2.310 -0.024 -0.025 -0.155
C -0.334 -3.120 2.030 0.005 0.074 -0.049
N -0.631 -0.142 3.951 -0.175 -0.066 0.046
C -0.929 0.966 3.421 0.468 0.324 -0.143
N -0.677 1.535 2.138 -0.861 0.067 0.131
C -1.319 2.758 2.089 -0.333 -0.203 -0.030
N -1.569 3.571 1.109 -0.026 0.059 -0.109
C -1.557 3.350 -0.234 -0.171 0.045 0.075
C -2.026 4.404 -1.048 -0.010 0.068 0.050
C -2.264 4.193 -2.376 -0.016 -0.011 -0.053
C -2.050 2.916 -2.922 0.014 -0.026 0.040
C -1.538 1.952 -2.098 0.042 0.011 0.028
N -1.239 2.170 -0.801 -0.334 0.178 0.125
C -1.906 3.061 3.409 0.213 0.222 -0.067
C -2.638 4.152 3.842 0.026 -0.015 0.069
C -3.096 4.120 5.152 0.026 -0.035 0.002
C -2.830 3.028 5.983 -0.005 0.028 -0.002
C -2.107 1.934 5.527 0.004 0.051 -0.049
C -1.650 1.986 4.222 -0.035 -0.278 0.113
H 0.547 -4.996 2.566 0.004 -0.004 0.002
H 1.360 -4.084 4.769 0.002 -0.028 -0.001
H 0.791 -1.728 5.350 0.007 0.009 0.011
H -0.734 -3.490 1.086 0.006 -0.005 -0.053
H -2.217 5.353 -0.569 0.001 0.003 -0.012
H -2.640 4.996 -2.995 -0.005 0.005 -0.015
H -2.278 2.689 -3.953 -0.009 0.016 -0.020
H -1.325 0.952 -2.461 -0.018 0.016 -0.023
H -2.834 4.987 3.184 -0.001 0.007 -0.012
H -3.667 4.953 5.540 -0.006 0.008 0.011
H -3.200 3.037 7.000 -0.010 0.004 0.008
H -1.902 1.077 6.152 -0.013 -0.008 0.008
N 1.426 1.463 -1.803 -0.066 0.024 0.235
C 2.610 2.260 -1.418 0.035 -0.117 -0.141
C 3.302 3.001 -2.563 0.017 -0.015 0.015
C 3.723 2.185 -3.791 -0.029 -0.030 0.014
C 4.648 0.998 -3.513 -0.055 -0.031 0.118
N 3.897 -0.184 -3.065 0.185 -0.010 -0.019
C 3.164 -0.970 -3.836 -0.298 -0.075 -0.127
N 3.288 -0.936 -5.167 0.082 0.045 0.072
N 2.260 -1.781 -3.276 0.232 0.183 0.078
C 2.158 3.261 -0.327 -0.322 0.042 0.083
O 2.690 4.344 -0.233 0.165 -0.025 -0.042
O 1.179 2.821 0.393 0.467 0.437 0.067
H 1.683 0.654 -2.351 0.001 0.021 -0.101
H 0.818 2.032 -2.387 -0.009 -0.012 0.009
H 3.302 1.577 -0.914 0.012 0.024 0.000
H 4.167 3.513 -2.137 0.010 -0.025 -0.005
H 2.639 3.803 -2.899 -0.013 0.000 -0.007
H 4.227 2.855 -4.490 0.023 0.030 0.029
H 2.839 1.816 -4.322 0.003 -0.007 -0.031
H 5.355 1.222 -2.714 -0.009 0.042 -0.020
H 5.259 0.720 -4.373 -0.052 0.066 -0.045
H 3.814 -0.329 -2.070 -0.017 -0.013 0.029
H 4.014 -0.394 -5.603 0.033 -0.037 0.023
H 2.796 -1.595 -5.744 -0.057 0.040 -0.003
H 1.954 -1.637 -2.301 -0.174 -0.195 -0.008
H 1.686 -2.372 -3.851 0.051 -0.049 -0.030

(2)
84
Properties=species:S:1:pos:R:3:forces:R:3 method="wB97M-V/def2-TZVPD" homo_energy_ev="-3.20 / -3.07" total_energy_ha=-2121.09204 relative_energy_kj_mol=0.00 total_charge=-1 gap_ev="4.11 / 3.67"
C 2.978 -0.396 0.174 -0.464 1.060 0.054
C 2.832 -1.190 -0.996 -0.489 0.866 -0.985
C 2.231 -0.385 -2.004 0.531 -0.486 0.668
H 3.123 -2.229 -1.115 -0.094 0.171 0.072
C 2.023 0.910 -1.458 -0.687 -0.300 -0.196
C 2.465 0.896 -0.106 0.333 -0.975 0.731
H 1.622 1.766 -1.998 0.202 -0.097 0.148
C -1.247 -2.578 0.804 0.364 -0.162 0.075
C -0.161 -3.300 0.240 -0.638 0.615 -0.332
C -0.211 -3.125 -1.173 -0.852 0.306 0.075
H 0.560 -3.903 0.781 0.026 0.169 -0.020
C -1.358 -2.337 -1.485 0.936 -0.448 0.468
C -1.997 -2.005 -0.254 0.492 0.488 0.036
H 2.005 -0.697 -3.021 0.043 0.071 0.223
H 2.406 1.714 0.604 0.134 0.062 -0.113
H 3.386 -0.714 1.133 -0.126 0.041 -0.276
H -2.920 -1.437 -0.176 -0.005 -0.190 0.161
H 0.506 -3.504 -1.903 -0.221 0.035 0.293
H -1.473 -2.478 1.869 -0.029 -0.189 -0.306
Hg -0.873 1.058 0.504 0.994 -1.309 -0.281
C -1.865 -1.932 -2.848 -0.127 0.261 0.343
C -3.398 -2.122 -2.883 0.011 -0.149 -0.407
C -1.210 -2.764 -3.960 -0.193 0.187 -0.042
H -3.645 -3.172 -2.665 0.088 0.305 0.049
H -3.756 -1.842 -3.881 -0.120 -0.294 0.487
H -3.894 -1.476 -2.145 0.129 -0.212 -0.153
H -1.352 -3.835 -3.768 0.053 0.235 -0.033
H -0.136 -2.553 -4.032 -0.164 -0.090 0.055
H -1.688 -2.504 -4.912 0.146 -0.122 0.007
C -1.512 -0.429 -3.076 0.037 0.310 -0.466
C -2.079 0.188 -4.357 -0.609 -0.435 -0.411
H -0.416 -0.306 -3.067 -0.281 -0.064 0.106
H -1.893 0.187 -2.240 0.043 -0.305 -0.180
O -3.099 -0.218 -4.924 0.857 0.598 0.206
N -1.425 1.250 -4.924 0.044 0.753 0.033
C -0.266 2.014 -4.469 -0.307 -0.230 -0.085
H -1.901 1.624 -5.738 0.052 -0.294 0.271
C 1.049 1.458 -4.972 0.364 -0.169 -0.294
C 2.229 2.133 -4.650 0.046 -0.296 -0.060
H 2.153 3.076 -4.103 0.166 -0.285 -0.033
C 3.469 1.599 -4.996 -0.221 -0.013 -0.134
H 4.381 2.126 -4.702 -0.265 -0.244 -0.110
C 3.533 0.396 -5.710 -0.178 0.045 -0.006
H 4.503 -0.034 -5.967 -0.290 0.112 0.093
C 2.354 -0.246 -6.107 -0.090 0.426 0.135
H 2.388 -1.170 -6.690 0.048 0.302 0.189
C 1.110 0.301 -5.758 0.335 0.015 0.155
H 0.184 -0.169 -6.096 0.316 0.026 0.250
H -0.249 2.096 -3.367 -0.010 -0.163 -0.376
H -0.378 3.036 -4.862 -0.052 -0.217 0.203
C -0.694 5.292 3.977 -0.010 -0.356 -0.121
C 0.428 4.791 3.308 -0.016 -0.299 0.152
C 0.553 3.416 3.083 -0.368 0.515 -0.008
C -0.458 2.528 3.489 0.243 0.217 0.434
C -1.545 3.025 4.224 0.225 0.384 -0.292
C -1.679 4.403 4.428 0.246 0.016 0.048
Si -0.333 0.736 2.977 -0.146 0.105 0.158
C 1.301 0.045 3.527 0.605 -0.152 -0.147
C 1.526 -1.339 3.421 0.249 -0.048 0.317
C 2.640 -1.929 4.027 -0.146 0.223 -0.055
C 3.579 -1.132 4.694 -0.188 0.096 -0.111
C 3.401 0.254 4.742 -0.122 -0.045 -0.030
C 2.264 0.838 4.172 0.092 -0.421 0.081
C -1.651 -0.268 3.836 -0.483 -0.083 -0.119
C -1.387 -1.006 5.003 -0.344 -0.001 -0.077
C -2.419 -1.694 5.653 0.015 0.160 -0.109
C -3.720 -1.666 5.142 0.230 0.139 -0.092
C -3.983 -0.952 3.971 0.107 0.216 -0.046
C -2.960 -0.249 3.328 -0.064 -0.307 0.450
H -0.788 6.366 4.157 -0.039 -0.358 -0.083
H 1.218 5.458 2.964 -0.199 -0.081 0.125
H 1.449 3.031 2.589 -0.349 0.176 -0.090
H -2.276 2.326 4.634 0.039 0.247 -0.216
H -2.551 4.789 4.951 0.161 -0.065 -0.010
H 0.808 -1.965 2.885 0.181 0.139 0.066
H 2.765 -3.014 3.986 0.016 0.357 -0.043
H 4.445 -1.592 5.178 -0.271 0.169 -0.205
H 4.137 0.888 5.242 -0.209 -0.225 -0.141
H 2.115 1.914 4.254 0.107 -0.319 0.077
H -0.372 -1.035 5.405 -0.307 -0.030 -0.085
H -2.205 -2.246 6.569 -0.052 0.106 -0.236
H -4.528 -2.188 5.662 0.290 0.114 -0.212
H -4.989 -0.923 3.551 0.199 -0.067 0.140
H -3.180 0.323 2.423 0.037 -0.242 0.189

(3)
89
Properties=species:S:1:pos:R:3:forces:R:3 method="wB97M-V/def2-TZVPD" homo_energy_ev="-12.84 / -13.65" total_energy_ha=-3330.32030 relative_energy_kj_mol=0.00 total_charge=+2 spin_multiplicity=3 gap_ev="7.10 / 5.42"
Mo -0.787 0.646 -0.810 -0.280 -0.128 -0.361
Te 2.175 0.802 1.645 -0.050 -0.082 -0.034
C 3.175 -0.660 2.744 -0.065 0.132 -0.033
C 2.723 -1.963 2.863 0.002 -0.090 0.009
C 3.483 -2.836 3.629 0.022 0.038 -0.009
N 4.609 -2.480 4.241 -0.002 0.015 0.003
C 5.025 -1.224 4.122 -0.036 -0.017 -0.019
C 4.341 -0.263 3.383 0.040 -0.016 0.031
C 0.889 -0.368 0.473 0.175 -0.075 0.099
P 1.316 -0.330 -1.272 0.326 -0.145 -0.021
C 1.430 -1.938 -2.060 -0.055 0.065 -0.015
C 2.082 -3.020 -1.468 0.005 0.016 -0.035
C 2.174 -4.221 -2.148 0.013 -0.018 0.018
C 1.622 -4.346 -3.417 -0.008 0.018 -0.015
C 0.976 -3.271 -4.011 0.007 0.002 -0.002
C 0.876 -2.065 -3.333 0.005 -0.018 0.027
C 2.963 0.435 -1.307 -0.050 -0.014 0.001
C 3.115 1.737 -1.785 -0.053 -0.048 0.037
C 4.362 2.346 -1.761 -0.004 0.003 -0.019
C 5.460 1.657 -1.266 0.003 -0.011 0.000
C 5.322 0.352 -0.804 0.001 0.002 -0.006
C 4.081 -0.264 -0.828 -0.024 0.078 -0.018
P -0.729 -0.700 1.177 -0.119 0.021 -0.109
C -1.215 -2.428 1.105 0.015 -0.006 0.085
C -2.578 -2.713 1.172 -0.019 0.031 0.061
C -3.014 -4.027 1.139 -0.008 0.013 -0.004
C -2.093 -5.060 1.031 0.043 -0.006 -0.001
C -0.735 -4.780 0.954 -0.019 -0.008 -0.004
C -0.294 -3.466 0.994 -0.044 0.018 -0.083
C -0.663 -0.178 2.901 -0.017 -0.040 0.009
C -0.478 -1.104 3.926 0.045 -0.015 0.029
C -0.377 -0.666 5.238 0.005 -0.004 -0.012
C -0.462 0.690 5.532 -0.001 -0.007 -0.015
C -0.674 1.615 4.517 0.003 -0.002 -0.008
C -0.788 1.182 3.204 -0.031 0.025 0.044
H 1.809 -2.296 2.393 -0.010 -0.002 -0.026
H 3.171 -3.867 3.755 0.004 -0.003 0.006
H 5.943 -0.965 4.635 0.003 -0.010 0.003
H 4.727 0.747 3.317 0.002 -0.007 0.010
H 2.514 -2.922 -0.480 0.004 -0.028 0.034
H 2.679 -5.063 -1.693 -0.002 0.007 0.001
H 1.697 -5.286 -3.946 0.001 0.000 0.003
H 0.547 -3.371 -4.998 0.001 -0.002 0.003
H 0.363 -1.226 -3.788 -0.003 -0.006 -0.011
H 2.257 2.267 -2.178 0.037 -0.014 0.007
H 4.478 3.353 -2.139 0.002 -0.002 0.004
H 6.433 2.131 -1.255 -0.003 -0.001 0.005
H 6.184 -0.189 -0.437 -0.001 0.002 -0.004
H 3.982 -1.285 -0.483 0.016 -0.010 0.004
H -3.298 -1.907 1.257 -0.017 -0.007 -0.001
H -4.072 -4.246 1.194 0.001 0.003 0.003
H -2.433 -6.086 1.002 -0.007 0.004 -0.002
H -0.019 -5.586 0.861 -0.001 0.005 -0.001
H 0.761 -3.252 0.908 0.030 0.011 -0.002
H -0.424 -2.162 3.703 -0.006 0.007 -0.004
H -0.239 -1.385 6.035 0.004 0.004 0.001
H -0.386 1.025 6.558 -0.001 -0.001 -0.001
H -0.777 2.666 4.752 -0.001 -0.002 -0.001
H -1.020 1.897 2.421 0.014 -0.007 -0.018
C -4.329 0.416 -0.067 -0.010 -0.099 0.058
Si -3.408 1.289 -1.435 -0.072 0.094 0.058
C -3.948 0.644 -3.088 -0.006 0.033 -0.100
C -3.686 3.132 -1.379 0.060 -0.014 -0.048
C -4.903 3.766 -1.122 0.020 0.045 0.008
C -5.020 5.133 -1.323 -0.015 -0.030 0.010
C -3.939 5.875 -1.792 0.045 0.003 -0.012
C -2.725 5.257 -2.048 -0.058 -0.020 0.030
C -2.593 3.885 -1.827 -0.047 0.052 0.034
Si -1.054 2.880 -1.977 -0.153 0.058 0.139
C -0.111 3.300 -3.518 0.123 -0.037 -0.088
C -0.021 3.082 -0.357 0.036 0.095 -0.033
H -5.337 0.840 -0.022 -0.004 -0.003 -0.016
H -3.874 0.543 0.916 -0.018 0.017 0.001
H -4.434 -0.648 -0.287 0.039 -0.006 0.030
H -4.998 0.927 -3.205 0.001 -0.026 -0.023
H -3.881 -0.439 -3.184 0.008 -0.001 0.001
H -3.395 1.107 -3.908 -0.007 -0.003 -0.005
H -5.763 3.201 -0.782 -0.004 0.009 -0.001
H -5.962 5.628 -1.127 0.001 -0.003 -0.002
H -4.049 6.938 -1.956 -0.005 -0.003 0.003
H -1.891 5.848 -2.409 -0.005 0.006 0.003
H 0.091 4.376 -3.498 0.020 -0.008 -0.029
H -0.752 3.111 -4.381 0.004 0.004 -0.004
H 0.830 2.774 -3.675 -0.055 -0.015 0.030
H -0.487 3.921 0.164 -0.019 0.021 -0.049
H 1.031 3.308 -0.530 0.005 -0.017 0.002
H -0.051 2.301 0.435 -0.002 -0.077 0.044
O -1.999 -1.706 -2.110 -0.015 -0.023 -0.022
N -1.530 -0.771 -1.620 0.241 0.276 0.342